[1]
The following is a quantum chemistry calculation of a structure of composition C57H56KNO8PS, from OMol25.

Results
frontier orbital gap	7.25	eV
highest occupied orbital energy	-5.27	eV

```
! wB97M-V def2-TZVPD RIJCOSX def2/J DEFGRID3
* xyz -1 1
K -0.38 0.05 -0.88
O -3.23 0.76 1.68
N -3.02 -0.58 1.82
C -4.12 -1.22 1.76
C -4.25 -2.68 1.99
C -5.53 -3.09 2.38
C -5.81 -4.40 2.72
C -4.79 -5.34 2.68
C -3.52 -4.96 2.28
C -3.23 -3.65 1.90
P -1.56 -3.15 1.34
C -0.70 -3.10 2.97
C -0.64 -1.87 3.62
C -0.03 -1.75 4.86
C 0.54 -2.87 5.46
C 0.48 -4.10 4.82
C -0.14 -4.21 3.58
C -0.82 -4.63 0.57
C 0.58 -4.60 0.44
C 1.24 -5.55 -0.31
C 0.53 -6.54 -0.98
C -0.85 -6.57 -0.88
C -1.52 -5.62 -0.12
H -2.35 1.16 1.39
H -5.04 -0.67 1.60
H -6.31 -2.34 2.44
H -6.81 -4.68 3.02
H -4.98 -6.37 2.97
H -2.73 -5.69 2.27
H -1.09 -1.00 3.16
H 0.01 -0.79 5.34
H 1.02 -2.78 6.42
H 0.92 -4.97 5.28
H -0.17 -5.18 3.09
H 1.13 -3.80 0.92
H 2.32 -5.50 -0.39
H 1.05 -7.28 -1.57
H -1.42 -7.33 -1.40
H -2.60 -5.66 -0.07
C 1.48 5.38 -3.27
C 1.41 3.99 -2.67
C 1.38 2.90 -3.73
O 0.26 3.92 -1.85
C 0.52 2.90 -0.89
C 2.06 2.96 -0.71
O 2.49 3.83 -1.77
C 2.78 1.53 -0.68
O 1.83 0.55 -0.63
C 3.69 1.32 -1.92
C 3.46 0.21 -2.72
C 4.24 -0.03 -3.85
C 5.27 0.83 -4.18
C 5.52 1.94 -3.38
C 4.74 2.18 -2.26
C 3.73 1.48 0.54
C 3.92 0.28 1.20
C 4.77 0.19 2.29
C 5.45 1.31 2.75
C 5.29 2.51 2.09
C 4.44 2.60 0.99
C -0.45 3.00 0.39
O -1.10 1.79 0.54
C 0.38 3.26 1.67
C 1.05 2.16 2.22
C 1.83 2.28 3.36
C 1.94 3.50 4.01
C 1.27 4.60 3.48
C 0.50 4.48 2.33
C -1.47 4.15 0.20
C -2.82 3.89 0.43
C -3.78 4.89 0.30
C -3.42 6.18 -0.05
C -2.07 6.45 -0.26
C -1.12 5.46 -0.14
H 0.63 5.56 -3.92
H 2.40 5.49 -3.85
H 1.48 6.12 -2.46
H 0.50 3.02 -4.36
H 1.36 1.91 -3.28
H 2.28 2.96 -4.35
H 0.30 1.94 -1.35
H 2.30 3.49 0.21
H 2.63 -0.43 -2.46
H 4.04 -0.89 -4.47
H 5.88 0.65 -5.06
H 6.32 2.63 -3.63
H 4.94 3.05 -1.66
H 3.38 -0.60 0.86
H 4.89 -0.77 2.80
H 6.11 1.24 3.61
H 5.81 3.40 2.43
H 4.32 3.55 0.50
H 1.00 1.22 1.70
H 2.36 1.41 3.72
H 2.54 3.60 4.90
H 1.34 5.56 3.97
H -0.01 5.35 1.96
H -3.12 2.89 0.70
H -4.83 4.65 0.48
H -4.16 6.95 -0.15
H -1.76 7.46 -0.53
H -0.08 5.70 -0.32
O -2.67 0.82 -1.43
H -2.14 1.32 -0.74
H -3.55 1.21 -1.37
O 0.85 -1.32 0.87
H 0.42 -0.73 1.51
H 1.40 -0.69 0.32
C 0.20 -3.75 -3.59
S -0.37 -2.49 -2.46
O 0.26 -1.21 -2.93
C -2.08 -2.41 -2.97
C -2.43 -1.59 -4.03
C -3.77 -1.47 -4.37
C -4.74 -2.15 -3.64
C -4.38 -2.95 -2.57
C -3.04 -3.07 -2.22
H 0.01 -3.40 -4.60
H -0.31 -4.69 -3.38
H 1.27 -3.86 -3.41
H -1.66 -1.03 -4.54
H -4.06 -0.83 -5.19
H -5.79 -2.04 -3.90
H -5.13 -3.46 -1.98
H -2.75 -3.66 -1.36
*
```

Here are the Löwdin charges for atoms 1 to 99, given in e: 0.83, -0.08, 0.00, -0.11, -0.20, -0.05, -0.09, -0.09, -0.10, -0.29, 1.13, -0.34, -0.10, -0.07, -0.10, -0.09, -0.09, -0.39, -0.11, -0.08, -0.11, -0.10, -0.12, 0.04, 0.12, 0.11, 0.10, 0.10, 0.10, 0.08, 0.10, 0.10, 0.10, 0.10, 0.10, 0.10, 0.10, 0.10, 0.09, 0.02, -0.59, 0.04, -0.03, -0.13, -0.11, -0.02, -0.40, -0.36, -0.12, -0.02, -0.09, -0.12, -0.10, -0.03, -0.13, -0.02, -0.09, -0.12, -0.09, -0.04, -0.36, -0.36, -0.11, -0.02, -0.07, -0.10, -0.09, -0.02, -0.11, -0.01, -0.09, -0.11, -0.09, -0.06, 0.09, 0.09, 0.09, 0.09, 0.08, 0.10, 0.07, 0.13, 0.09, 0.09, 0.09, 0.09, 0.11, 0.11, 0.10, 0.09, 0.10, 0.11, 0.10, 0.10, 0.09, 0.09, 0.10, 0.09, 0.09

---

[2]
The following is a quantum chemistry calculation of an isolated molecule of C10H10N2, from OMol25.

Results
frontier orbital gap	10.46	eV
SMILES string	N#C[C@H]1CCCc2cccnc21
highest occupied orbital energy	-9.77	eV

```
! wB97M-V def2-TZVPD RIJCOSX def2/J DEFGRID3
* xyz 0 1
C 2.18 -1.73 -0.37
C 1.25 -0.87 0.54
C 1.91 0.51 0.85
C 1.39 1.49 -0.19
C -0.06 1.66 -0.37
C -0.84 0.38 -0.21
C -2.13 0.37 -0.43
C -2.88 -0.70 -0.23
C -2.17 -1.85 0.14
C -0.24 -0.78 0.15
H 1.20 -1.48 1.44
H 1.64 0.95 1.85
H 2.96 0.49 0.91
H 1.82 2.53 -0.11
H 1.79 1.04 -1.13
H -0.68 2.30 0.28
H -0.14 1.83 -1.47
H -2.54 1.40 -0.72
H -3.90 -0.66 -0.57
H -2.69 -2.75 0.35
N 3.03 -2.17 -1.06
N -0.91 -1.95 0.34
*
```

Charges per atom according to Löwdin partitioning, unit e: -0.14, -0.19, -0.15, -0.22, -0.15, -0.23, -0.09, -0.04, -0.15, -0.18, 0.13, 0.13, 0.10, 0.14, 0.13, 0.14, 0.14, 0.16, 0.11, 0.10, 0.12, 0.14

---

[3]
The following is a quantum chemistry calculation of a structure of composition C23H38AsF4N2Si2Ta, from OMol25.

Results
frontier orbital gap	7.24	eV
highest occupied orbital energy	-14.40	eV

```
! wB97M-V def2-TZVPD RIJCOSX def2/J DEFGRID3
* xyz 2 1
Ta 0.80 0.10 0.99
C -2.50 0.22 2.81
C -1.40 -0.70 3.30
N -0.55 -1.33 2.22
C -1.46 -2.35 1.52
C -1.23 -2.69 0.07
C 0.51 -2.13 2.91
C 1.44 -2.72 1.89
N 1.68 -1.71 0.84
C 2.72 -2.00 -0.07
C 3.08 -0.96 -0.91
F 2.30 0.17 -0.72
C 4.07 -1.00 -1.86
F 4.31 0.07 -2.60
C 4.78 -2.18 -2.00
C 4.45 -3.25 -1.19
F 5.10 -4.39 -1.31
C 3.44 -3.18 -0.24
F 3.18 -4.28 0.48
H -3.13 0.50 3.65
H -3.14 -0.25 2.07
H -2.10 1.13 2.37
H -1.83 -1.53 3.88
H -0.73 -0.18 3.98
H -2.48 -2.00 1.65
H -1.38 -3.26 2.11
H -1.44 -1.84 -0.58
H -1.93 -3.48 -0.20
H -0.23 -3.05 -0.14
H 0.05 -2.90 3.53
H 1.05 -1.46 3.58
H 1.03 -3.62 1.43
H 2.38 -3.00 2.37
H 5.57 -2.27 -2.74
C 2.28 2.03 1.23
C 1.00 2.51 1.58
C 0.58 1.81 2.73
C 1.63 0.92 3.11
C 2.68 1.05 2.18
H 2.86 2.36 0.38
H 0.46 3.28 1.07
H -0.33 1.98 3.28
H 1.66 0.32 4.00
H 3.61 0.51 2.18
C -0.77 4.25 -1.45
Si -1.97 3.04 -0.68
C -2.48 3.58 1.04
C -3.49 2.72 -1.71
As -0.80 0.92 -0.63
Si -0.94 -0.01 -2.89
C -2.69 -0.61 -3.15
C 0.34 -1.35 -3.05
C -0.51 1.42 -4.01
H -1.26 5.22 -1.55
H -0.44 3.94 -2.44
H 0.12 4.40 -0.83
H -2.93 4.57 0.91
H -1.68 3.69 1.76
H -3.25 2.93 1.46
H -4.14 3.60 -1.66
H -4.07 1.87 -1.32
H -3.27 2.53 -2.76
H -2.93 -1.51 -2.59
H -2.78 -0.85 -4.21
H -3.43 0.16 -2.93
H 0.21 -2.16 -2.34
H 1.35 -0.93 -2.96
H 0.27 -1.77 -4.05
H -1.25 2.23 -3.98
H -0.49 1.04 -5.03
H 0.47 1.83 -3.80
*
```

Charges per atom according to Löwdin partitioning, unit e: 1.45, -0.07, -0.23, -0.25, -0.19, -0.09, -0.18, -0.17, -0.14, -0.15, -0.14, -0.08, -0.21, 0.14, 0.12, -0.19, 0.15, -0.13, 0.12, 0.10, 0.08, 0.01, 0.14, 0.10, 0.11, 0.13, -0.01, 0.11, 0.06, 0.14, 0.09, 0.12, 0.14, 0.16, -0.15, -0.19, -0.17, -0.17, -0.13, 0.14, 0.08, 0.12, 0.12, 0.14, -0.19, 0.32, -0.20, -0.21, 0.84, 0.33, -0.19, -0.19, -0.20, 0.05, 0.02, 0.03, 0.06, 0.02, 0.03, 0.05, 0.04, 0.02, 0.03, 0.06, 0.02, 0.02, 0.02, 0.06, 0.02, 0.05, 0.04

---

[4]
The following is a quantum chemistry calculation of a structure of composition C11H19CaNO3, from OMol25.

Results
frontier orbital gap	9.79	eV
highest occupied orbital energy	-16.23	eV

```
! wB97M-V def2-TZVPD RIJCOSX def2/J DEFGRID3
* xyz 2 1
Ca -0.30 0.08 0.12
C -1.44 2.65 -1.97
O -0.39 2.00 -1.21
C 0.94 2.27 -1.71
C 1.46 1.05 -2.41
O 1.42 -0.02 -1.44
C 1.60 -1.35 -1.98
C 0.26 -1.92 -2.38
O -0.62 -1.79 -1.24
C -1.77 -2.66 -1.34
H -1.32 3.73 -1.89
H -1.40 2.34 -3.01
H -2.39 2.36 -1.53
H 0.93 3.14 -2.36
H 1.56 2.51 -0.84
H 0.83 0.78 -3.26
H 2.49 1.19 -2.75
H 2.29 -1.32 -2.82
H 2.05 -1.94 -1.18
H -0.18 -1.40 -3.22
H 0.37 -2.97 -2.64
H -1.45 -3.70 -1.34
H -2.40 -2.47 -0.47
H -2.32 -2.44 -2.25
C 0.06 -0.04 5.28
C 0.06 -1.22 4.54
C -0.03 -1.14 3.17
N -0.14 0.02 2.51
C -0.14 1.16 3.23
C -0.04 1.17 4.61
H 0.14 -0.06 6.36
H 0.14 -2.18 5.03
H -0.03 -2.05 2.57
H -0.22 2.09 2.68
H -0.05 2.11 5.14
*
```

Charges per atom according to Löwdin partitioning, unit e: 1.65, -0.02, -0.36, -0.15, -0.13, -0.29, -0.13, -0.15, -0.37, -0.03, 0.11, 0.11, 0.10, 0.15, 0.14, 0.14, 0.16, 0.15, 0.15, 0.14, 0.15, 0.11, 0.10, 0.11, -0.01, -0.02, -0.13, -0.13, -0.13, -0.02, 0.13, 0.13, 0.11, 0.11, 0.13

---

[5]
The following is a quantum chemistry calculation of an isolated molecule of C7H8FNO3, from OMol25.

Results
frontier orbital gap	9.14	eV
SMILES string	NCC1=C(CCF)C(=O)OC1=O
highest occupied orbital energy	-10.02	eV

```
! wB97M-V def2-TZVPD RIJCOSX def2/J DEFGRID3
* xyz 0 1
N 0.46 1.28 -2.68
C 1.00 0.89 -1.34
C -0.23 0.77 -0.33
C -0.69 -0.28 0.49
C -0.01 -1.73 0.64
C 1.30 -1.52 1.54
F 2.31 -0.69 0.94
C -2.00 0.14 1.26
O -2.62 -0.41 2.18
O -2.47 1.38 0.69
C -1.32 1.90 0.04
O -1.03 3.05 -0.33
H -0.54 1.54 -2.55
H 0.41 0.43 -3.28
H 1.85 1.57 -0.97
H 1.42 -0.18 -1.47
H -0.75 -2.36 1.27
H 0.17 -2.25 -0.35
H 1.78 -2.53 1.76
H 0.99 -1.00 2.51
*
```

Charges per atom according to Löwdin partitioning, unit e: -0.02, -0.19, -0.01, -0.05, -0.10, -0.16, -0.10, -0.29, 0.12, 0.10, -0.31, 0.11, 0.07, 0.07, 0.13, 0.12, 0.13, 0.12, 0.12, 0.14

---

[6]
The following is a quantum chemistry calculation of an isolated molecule of C18H29N3O, from OMol25.

Results
frontier orbital gap	8.81	eV
SMILES string	Cc1cccc(CN2CCN(C3CCCC3)[C@H](CCO)C2)n1
highest occupied orbital energy	-7.98	eV

```
! wB97M-V def2-TZVPD RIJCOSX def2/J DEFGRID3
* xyz 0 1
C 1.51 3.00 -4.37
C 1.20 1.57 -4.09
N 1.73 1.05 -2.99
C 1.50 -0.23 -2.69
C 0.70 -1.04 -3.48
C 0.14 -0.50 -4.63
C 0.38 0.82 -4.94
H -0.04 1.28 -5.82
H -0.49 -1.11 -5.27
H 0.54 -2.07 -3.22
C 2.09 -0.72 -1.39
N 1.23 -0.52 -0.23
C 0.01 -1.29 -0.27
H 0.25 -2.33 -0.52
C -0.67 -1.24 1.11
N -0.95 0.15 1.40
C 0.25 0.97 1.40
H -0.03 2.01 1.59
C 0.92 0.87 0.03
H 1.84 1.45 0.02
H 0.24 1.29 -0.74
H 0.98 0.67 2.16
C -1.93 0.43 2.43
C -2.79 1.66 2.04
C -3.08 2.38 3.35
C -1.79 2.19 4.15
H -1.92 2.38 5.21
H -1.02 2.87 3.77
C -1.41 0.74 3.86
H -0.33 0.59 3.95
H -1.90 0.08 4.58
H -3.33 3.43 3.20
H -3.91 1.90 3.87
H -3.69 1.36 1.51
H -2.21 2.30 1.38
H -2.58 -0.45 2.48
H -1.63 -1.75 1.03
C 0.19 -1.96 2.17
H -0.11 -1.63 3.16
H 1.24 -1.70 2.01
C 0.03 -3.48 2.12
O 0.77 -4.13 3.13
H 1.70 -3.86 3.05
H 0.33 -3.86 1.13
H -1.01 -3.76 2.29
H -0.70 -0.90 -1.02
H 3.02 -0.17 -1.20
H 2.32 -1.78 -1.46
H 2.01 3.10 -5.33
H 0.59 3.59 -4.41
H 2.15 3.40 -3.58
*
```

Charges per atom according to Löwdin partitioning, unit e: -0.04, -0.33, 0.15, -0.27, -0.03, -0.06, -0.03, 0.11, 0.11, 0.11, -0.14, -0.15, -0.15, 0.12, -0.29, -0.11, -0.16, 0.12, -0.17, 0.12, 0.12, 0.12, -0.29, -0.14, -0.20, -0.20, 0.10, 0.11, -0.14, 0.09, 0.11, 0.11, 0.11, 0.11, 0.11, 0.14, 0.15, -0.13, 0.11, 0.11, -0.27, -0.07, 0.09, 0.11, 0.12, 0.13, 0.12, 0.12, 0.08, 0.08, 0.07

---

[7]
The following is a quantum chemistry calculation of a structure of composition C26H29Cl2MnO4Si2, from OMol25.

Results
<S²>	0.901
frontier orbital gap (alpha / beta)	7.86 / 7.19	eV
highest occupied orbital energy (alpha / beta)	-5.21 / -4.53	eV

```
! wB97M-V def2-TZVPD RIJCOSX def2/J DEFGRID3
* xyz -1 2
Mn -0.50 0.94 -0.48
C -3.72 -2.03 -2.38
Si -1.85 -1.87 -2.34
C -1.10 -2.46 -3.95
C -1.18 -2.97 -0.99
C -1.47 -4.31 -1.30
C -1.11 -5.35 -0.47
C -0.43 -5.07 0.71
C -0.14 -3.75 1.02
C -0.50 -2.67 0.20
Si -0.01 -0.95 0.90
C -0.91 -0.96 2.55
C 1.85 -1.14 1.28
H -4.06 -2.46 -3.33
H -4.20 -1.05 -2.27
H -4.06 -2.66 -1.57
H -1.63 -3.33 -4.34
H -0.05 -2.73 -3.82
H -1.16 -1.66 -4.70
H -2.01 -4.55 -2.21
H -1.35 -6.38 -0.73
H -0.14 -5.86 1.38
H 0.38 -3.55 1.95
H -0.62 -1.83 3.14
H -1.99 -1.02 2.37
H -0.71 -0.07 3.14
H 2.06 -1.92 2.02
H 2.25 -0.20 1.67
H 2.39 -1.38 0.37
Cl 6.74 1.74 0.05
C 5.15 2.02 -0.62
C 4.88 3.23 -1.25
C 3.61 3.44 -1.77
C 2.62 2.47 -1.66
C 2.92 1.27 -1.03
C 4.19 1.04 -0.50
C 1.25 2.77 -2.24
O 1.14 3.77 -2.95
O 0.29 1.98 -1.94
H 5.65 3.98 -1.32
H 3.36 4.36 -2.27
H 2.16 0.50 -0.94
H 4.41 0.11 0.00
C -2.78 1.81 -2.20
C -2.13 0.65 -1.52
O -2.46 0.19 -0.38
O -1.46 -0.23 -2.37
H -3.13 2.51 -1.44
H -3.63 1.46 -2.78
H -2.06 2.30 -2.86
Cl -2.91 2.68 1.95
C -1.47 2.39 2.90
C -1.61 2.25 4.27
C -0.50 2.00 5.05
C 0.75 1.91 4.45
C 0.87 2.07 3.08
C -0.23 2.30 2.25
C -0.08 2.43 0.80
H -2.60 2.33 4.71
H -0.61 1.88 6.12
H 1.63 1.72 5.05
H 1.85 2.01 2.62
H -0.79 3.16 0.38
H 0.93 2.76 0.53
*
```

Charges per atom according to Löwdin partitioning, unit e: 0.53, -0.13, 0.52, -0.15, -0.23, -0.13, -0.10, -0.10, -0.12, -0.25, 0.62, -0.19, -0.22, 0.03, 0.03, 0.04, 0.03, 0.04, 0.03, 0.09, 0.09, 0.10, 0.08, 0.02, 0.04, -0.01, 0.02, 0.01, 0.02, 0.62, -0.67, -0.11, -0.01, -0.13, -0.03, -0.10, -0.58, 0.04, -0.10, 0.10, 0.12, 0.08, 0.10, 0.01, -0.73, -0.10, -0.13, 0.08, 0.08, 0.08, 0.69, -0.61, -0.13, -0.11, -0.10, -0.07, -0.33, -0.19, 0.10, 0.09, 0.10, 0.11, 0.06, 0.06

---

[8]
The following is a quantum chemistry calculation of a structure of composition C13H18HgNO9S, from OMol25.

Results
<S²>	0.766
frontier orbital gap (alpha / beta)	9.19 / 6.79	eV
highest occupied orbital energy (alpha / beta)	-9.61 / -9.64	eV

```
! wB97M-V def2-TZVPD RIJCOSX def2/J DEFGRID3
* xyz 0 2
Hg -2.98 -2.11 0.12
C 0.07 -2.04 -1.60
O -0.74 -1.88 -0.45
H 0.78 -2.87 -1.60
H -0.58 -2.28 -2.44
H 0.50 -1.13 -2.03
C -2.77 0.97 -3.45
C -1.75 1.50 -2.41
O -0.80 2.05 -3.30
S -1.18 1.98 -4.92
O -0.58 0.71 -5.41
O -1.03 3.28 -5.58
O -2.74 1.64 -4.59
H -3.80 1.01 -3.09
H -2.61 -0.07 -3.74
H -1.45 0.67 -1.76
H -2.14 2.33 -1.83
C -0.22 0.95 3.76
C -0.46 0.59 2.44
C -0.73 1.63 1.55
C -0.89 2.96 1.98
C -0.74 3.31 3.33
C -0.43 2.27 4.21
N -1.06 4.03 0.96
O -0.68 5.19 1.25
O -1.56 3.70 -0.08
H 0.12 0.16 4.42
H -0.22 -0.41 2.10
H -0.87 1.38 0.51
H -0.82 4.31 3.73
H -0.33 2.54 5.25
O 1.78 -1.89 3.24
C 2.23 -2.39 2.20
O 3.14 -1.71 1.52
C 3.60 -2.36 0.36
C 2.98 -3.68 0.50
C 1.84 -3.65 1.49
H 4.69 -2.38 0.40
H 3.11 -1.85 -0.47
H 3.80 -4.38 0.71
H 2.73 -3.95 -0.52
H 1.98 -4.48 2.18
H 0.84 -3.65 1.05
*
```

Charges per atom according to Löwdin partitioning, unit e: 0.64, -0.23, -0.55, 0.06, 0.08, 0.08, -0.28, -0.15, -0.21, 0.79, -0.27, -0.23, -0.17, 0.14, 0.12, 0.10, 0.11, -0.05, -0.06, 0.00, -0.13, 0.00, -0.06, -0.34, 0.06, 0.07, 0.10, 0.09, 0.09, 0.12, 0.10, 0.07, -0.47, 0.04, -0.16, -0.19, -0.04, 0.14, 0.13, 0.12, 0.11, 0.13, 0.12

---

Q: Which formula does entry 6 have?
A: C18H29N3O

---

Repeat the fourth record exactly.
The following is a quantum chemistry calculation of a structure of composition C11H19CaNO3, from OMol25.

Results
frontier orbital gap	9.79	eV
highest occupied orbital energy	-16.23	eV

```
! wB97M-V def2-TZVPD RIJCOSX def2/J DEFGRID3
* xyz 2 1
Ca -0.30 0.08 0.12
C -1.44 2.65 -1.97
O -0.39 2.00 -1.21
C 0.94 2.27 -1.71
C 1.46 1.05 -2.41
O 1.42 -0.02 -1.44
C 1.60 -1.35 -1.98
C 0.26 -1.92 -2.38
O -0.62 -1.79 -1.24
C -1.77 -2.66 -1.34
H -1.32 3.73 -1.89
H -1.40 2.34 -3.01
H -2.39 2.36 -1.53
H 0.93 3.14 -2.36
H 1.56 2.51 -0.84
H 0.83 0.78 -3.26
H 2.49 1.19 -2.75
H 2.29 -1.32 -2.82
H 2.05 -1.94 -1.18
H -0.18 -1.40 -3.22
H 0.37 -2.97 -2.64
H -1.45 -3.70 -1.34
H -2.40 -2.47 -0.47
H -2.32 -2.44 -2.25
C 0.06 -0.04 5.28
C 0.06 -1.22 4.54
C -0.03 -1.14 3.17
N -0.14 0.02 2.51
C -0.14 1.16 3.23
C -0.04 1.17 4.61
H 0.14 -0.06 6.36
H 0.14 -2.18 5.03
H -0.03 -2.05 2.57
H -0.22 2.09 2.68
H -0.05 2.11 5.14
*
```

Charges per atom according to Löwdin partitioning, unit e: 1.65, -0.02, -0.36, -0.15, -0.13, -0.29, -0.13, -0.15, -0.37, -0.03, 0.11, 0.11, 0.10, 0.15, 0.14, 0.14, 0.16, 0.15, 0.15, 0.14, 0.15, 0.11, 0.10, 0.11, -0.01, -0.02, -0.13, -0.13, -0.13, -0.02, 0.13, 0.13, 0.11, 0.11, 0.13